Entry 1:
Molecular formula: C4H35N3O11S
Method: DFT, ωB97M-V/def2-TZVPD

F_max	9.27	eV/A
ΔE to the lowest compared entry with this formula, charge and spin	1.6	kcal per mole
total energy	-42541.6361	eV
2S+1	1

Each line ends with the natural charge from an NBO analysis.
CARTESIAN COORDINATES (ANGSTROEM)
S 1.743 0.597 -3.135  -0.07
O -2.689 2.682 1.355  -0.98
O 0.384 1.882 3.467  -1.00
O 3.650 2.275 1.570  -0.95
O 0.032 3.159 1.121  -1.00
O -3.369 -2.001 0.906  -0.96
O -2.376 1.357 3.622  -0.99
O -4.201 -0.769 -1.812  -0.97
O -2.056 -2.287 -2.850  -1.00
O -1.156 -3.036 -0.018  -0.99
O 3.427 -2.118 -1.098  -0.93
O 1.330 -3.727 -0.404  -0.99
N 0.832 0.251 0.704  -0.67
N 2.367 -0.129 2.602  -0.89
N -1.360 0.364 -2.276  -0.87
C -0.844 0.264 -0.930  -0.21
C 1.922 -0.590 1.261  -0.04
C 0.751 0.182 -0.771  -0.08
C 1.297 1.376 -1.545  -0.53
H -1.362 -0.510 -0.389  0.21
H -2.587 1.851 2.855  0.50
H 3.471 1.492 2.091  0.49
H -1.087 1.168 -0.282  0.16
H -2.322 0.207 -2.254  0.40
H 0.264 2.807 2.028  0.51
H 1.296 -0.790 -1.082  0.18
H 2.883 -0.440 0.653  0.14
H -2.746 -2.505 0.580  0.48
H -3.822 -1.569 -2.320  0.49
H -1.106 1.387 -2.578  0.35
H 1.976 -3.083 -0.448  0.50
H 0.673 2.254 -1.649  0.22
H -1.784 2.868 1.052  0.50
H 3.175 -2.148 -2.101  0.49
H -4.158 -1.031 -0.980  0.47
H 2.190 -1.001 3.256  0.37
H 1.430 -4.518 -0.752  0.48
H -1.898 -1.497 -3.512  0.51
H 0.094 4.089 1.178  0.48
H 1.609 -1.622 1.273  0.17
H -0.271 -2.616 0.166  0.50
H 3.041 -1.325 -0.895  0.46
H 2.739 2.528 1.288  0.45
H -0.884 -3.951 -0.231  0.49
H -1.734 -2.127 -1.942  0.50
H 0.910 1.226 1.051  0.37
H -3.295 -1.947 1.929  0.47
H -3.262 0.922 3.742  0.48
H 2.324 1.707 -3.832  0.14
H -3.010 2.545 0.397  0.49
H -0.526 1.432 3.443  0.54
H 1.798 0.599 3.011  0.40
H 2.188 1.682 -1.117  0.22
H 0.466 2.245 4.349  0.50

Entry 2:
Molecular formula: C4H35NO14
Method: DFT, ωB97M-V/def2-TZVPD

F_max	8.90	eV/A
ΔE to the lowest compared entry with this formula, charge and spin	174.8	kcal per mole
total energy	-34866.6996	eV
2S+1	1

Each line ends with the natural charge from an NBO analysis.
CARTESIAN COORDINATES (ANGSTROEM)
O -1.417 -1.186 -3.591  -0.99
O 0.723 0.053 2.772  -1.04
O -0.378 3.403 2.022  -0.96
O -2.998 -1.236 1.563  -0.97
O 4.473 -0.496 -1.210  -0.93
O 1.028 -1.851 -4.137  -0.95
O 1.139 -2.100 0.863  -0.74
O -0.497 -1.992 3.832  -0.94
O 2.773 2.588 2.830  -0.95
O -2.727 -0.612 -0.960  -1.02
O -2.227 1.886 -0.128  -0.97
O -1.123 -3.170 1.668  -1.01
O -1.702 1.236 2.561  -1.01
O -0.253 1.843 -3.414  -0.77
N 1.567 1.216 -1.927  -0.65
C 0.996 0.962 -0.507  -0.19
C -0.012 -0.368 -0.523  -0.49
C 0.970 2.211 -2.776  0.08
C 0.826 -1.682 -0.518  -0.08
H -2.451 1.311 0.533  0.46
H -0.645 4.236 2.125  0.48
H -2.131 -1.778 1.568  0.51
H 1.677 2.464 -3.642  0.17
H 1.550 0.282 -2.317  0.36
H -2.834 -0.447 2.057  0.50
H 2.982 1.719 2.528  0.47
H -3.579 -1.028 -0.908  0.48
H -0.496 -2.611 3.157  0.49
H 0.314 -2.400 -0.965  0.16
H 1.788 2.516 2.976  0.48
H 1.384 -1.407 1.312  0.48
H -0.632 -0.301 0.350  0.21
H -2.588 -0.940 0.013  0.50
H -1.404 -4.186 1.456  0.51
H -2.025 1.246 3.541  0.49
H 0.558 -0.869 3.177  0.49
H 1.787 -1.424 -1.176  0.19
H -0.409 -2.959 0.942  0.53
H -0.027 1.693 -4.372  0.46
H 0.399 3.047 -2.234  0.19
H -1.624 2.216 2.348  0.51
H -2.173 1.228 -0.909  0.51
H -0.834 -0.567 -1.239  0.24
H 0.697 1.850 -0.105  0.19
H -0.971 -0.284 -3.894  0.49
H 1.936 0.670 0.137  0.20
H 0.389 -1.736 -3.471  0.47
H 4.757 -1.436 -1.392  0.47
H 0.467 -2.045 -4.810  0.46
H -0.724 2.937 1.157  0.52
H -1.802 -0.976 -2.724  0.50
H -0.417 -2.552 4.521  0.47
H 5.077 -0.143 -0.641  0.46
H -0.157 0.490 2.973  0.49